Entry from the Open Molecules 2025 dataset: 2 unconnected molecules or ions with the total composition C17H21N4O6 at a distorted geometry (wB97M-V/def2-TZVPD).

The LUMO energy is 2.68 eV. Its HOMO energy is -5.2126 eV. As for the multiplicity: 1. Its charge is -1.

Positions of all 48 atoms, in Å:
O  -2.51  1.41  -2.00
O  1.43  -1.20  -1.54
O  0.05  2.01  -5.47
O  3.01  0.35  -1.26
N  -4.35  -0.78  5.39
O  -0.54  -3.04  3.23
O  -1.22  -2.67  5.55
C  -1.47  1.90  -2.42
C  2.12  -0.22  -1.93
C  0.87  2.29  -4.59
C  -0.32  -3.08  4.59
C  0.92  -3.57  4.85
C  1.54  -3.80  3.57
C  0.61  -3.45  2.62
C  -4.01  0.23  4.58
C  -3.42  -1.71  5.68
C  -2.72  0.36  4.05
C  -1.75  -0.60  4.36
C  -2.11  -1.68  5.18
N  1.81  3.23  -4.77
N  2.06  -2.75  0.75
N  -0.43  1.13  -2.73
C  -1.38  3.40  -2.57
C  1.93  4.04  -5.98
C  0.79  -3.40  1.13
C  1.83  0.35  -3.31
C  0.89  1.56  -3.23
H  1.36  -3.71  5.83
H  2.56  -4.14  3.36
H  -4.75  0.99  4.34
H  -3.70  -2.54  6.33
H  -2.48  1.20  3.41
H  -0.75  -0.50  3.95
H  2.48  3.36  -4.03
H  2.22  -1.93  1.33
H  2.00  -2.42  -0.24
H  -0.54  0.15  -2.55
H  -2.26  3.85  -2.11
H  -0.48  3.76  -2.06
H  -1.34  3.65  -3.62
H  0.96  4.45  -6.25
H  2.64  4.86  -5.82
H  2.29  3.41  -6.80
H  0.75  -4.41  0.71
H  -0.04  -2.83  0.70
H  1.38  -0.42  -3.95
H  2.77  0.66  -3.77
H  1.32  2.25  -2.50

Mulliken analysis output, partial charges in e: atom 1 (O): -0.709, atom 2 (O): -0.806, atom 3 (O): -0.679, atom 4 (O): -0.763, atom 5 (N): -0.608, atom 6 (O): -0.308, atom 7 (O): -0.442, atom 8 (C): 0.669, atom 9 (C): 0.493, atom 10 (C): 0.229, atom 11 (C): 0.541, atom 12 (C): -0.724, atom 13 (C): -0.295, atom 14 (C): 0.159, atom 15 (C): -0.200, atom 16 (C): -0.302, atom 17 (C): -0.492, atom 18 (C): -0.109, atom 19 (C): 0.483, atom 20 (N): -0.106, atom 21 (N): -0.702, atom 22 (N): -0.021, atom 23 (C): -1.035, atom 24 (C): -0.887, atom 25 (C): -0.600, atom 26 (C): -0.802, atom 27 (C): 0.017, atom 28 (H): 0.440, atom 29 (H): 0.448, atom 30 (H): 0.342, atom 31 (H): 0.384, atom 32 (H): 0.362, atom 33 (H): 0.383, atom 34 (H): 0.288, atom 35 (H): 0.254, atom 36 (H): 0.408, atom 37 (H): 0.259, atom 38 (H): 0.322, atom 39 (H): 0.324, atom 40 (H): 0.217, atom 41 (H): 0.267, atom 42 (H): 0.338, atom 43 (H): 0.279, atom 44 (H): 0.282, atom 45 (H): 0.320, atom 46 (H): 0.367, atom 47 (H): 0.424, atom 48 (H): 0.287

Entry from the Open Molecules 2025 dataset: a molecular structure, C17H21N4OS2Ta at a distorted geometry (wB97M-V/def2-TZVPD).

The LUMO energy is -7.33 eV. Its HOMO energy is -14.4339 eV. As for the multiplicity: 1. Its charge is +2. The relative energy (zero: lowest compared OMol25 entry of this formula, charge and spin) comes out at 17.1 kcal per mole.

Positions of all 46 atoms, in Å:
Ta  -0.82  -1.16  -1.10
S  -0.79  -1.26  -3.54
C  0.73  -0.48  -3.08
N  1.04  -0.42  -1.78
C  2.29  0.19  -1.53
C  2.92  0.39  -0.31
C  4.16  0.99  -0.32
C  4.76  1.41  -1.51
C  4.13  1.21  -2.73
C  2.88  0.60  -2.72
S  1.89  0.19  -4.09
H  2.47  0.06  0.61
H  4.68  1.14  0.62
H  5.73  1.87  -1.49
H  4.60  1.52  -3.66
C  -4.19  1.03  1.58
N  -3.17  1.72  0.74
C  -3.01  3.08  0.79
C  -2.08  3.71  0.04
C  -1.25  2.89  -0.78
N  -1.42  1.56  -0.80
C  -2.37  1.01  -0.08
O  -2.48  -0.28  -0.13
N  -0.30  3.42  -1.53
H  -4.75  1.80  2.11
H  -3.71  0.38  2.29
H  -4.87  0.46  0.95
H  -3.67  3.61  1.45
H  -1.97  4.78  0.09
H  -0.16  4.41  -1.59
H  0.25  2.83  -2.14
C  1.05  -3.61  1.08
C  -0.22  -2.80  1.38
C  -1.00  -3.45  2.52
C  0.14  -1.35  1.73
C  -1.04  -2.70  0.12
H  1.65  -3.67  1.99
H  1.65  -3.15  0.29
H  0.81  -4.63  0.77
H  -0.40  -3.44  3.44
H  -1.22  -4.50  2.28
H  -1.94  -2.94  2.72
H  0.88  -1.28  2.53
H  -0.74  -0.78  2.04
H  0.60  -0.83  0.86
H  -1.73  -3.52  -0.12

Mulliken analysis output, partial charges in e: atom 1 (Ta): 0.892, atom 2 (S): -0.264, atom 3 (C): 0.521, atom 4 (N): 0.097, atom 5 (C): 0.140, atom 6 (C): -0.240, atom 7 (C): -0.825, atom 8 (C): -0.570, atom 9 (C): -0.626, atom 10 (C): 0.586, atom 11 (S): -0.095, atom 12 (H): 0.259, atom 13 (H): 0.439, atom 14 (H): 0.418, atom 15 (H): 0.439, atom 16 (C): -0.840, atom 17 (N): 0.063, atom 18 (C): -0.040, atom 19 (C): -0.913, atom 20 (C): 0.771, atom 21 (N): -0.231, atom 22 (C): 0.644, atom 23 (O): -0.757, atom 24 (N): -0.293, atom 25 (H): 0.313, atom 26 (H): 0.305, atom 27 (H): 0.336, atom 28 (H): 0.384, atom 29 (H): 0.374, atom 30 (H): 0.233, atom 31 (H): 0.147, atom 32 (C): -1.611, atom 33 (C): 2.243, atom 34 (C): -1.800, atom 35 (C): -1.082, atom 36 (C): -0.791, atom 37 (H): 0.441, atom 38 (H): 0.290, atom 39 (H): 0.429, atom 40 (H): 0.419, atom 41 (H): 0.440, atom 42 (H): 0.380, atom 43 (H): 0.599, atom 44 (H): 0.098, atom 45 (H): -0.231, atom 46 (H): 0.511

Entry from the Open Molecules 2025 dataset: a molecular structure, C17H21N4S2Sm (wB97M-V/def2-TZVPD).

The LUMO energy (spin up / spin down) is -7.51 / -6.97 eV. Its HOMO energy (spin up / spin down) is -13.6508 / -13.6563 eV. As for the multiplicity: 6. Its charge is +2.

Positions of all 45 atoms, in Å:
Sm  -0.71  -1.50  -1.54
C  2.48  -6.05  -0.73
S  3.16  -4.38  -0.65
C  1.98  -3.34  -1.35
S  0.41  -3.93  -1.87
N  2.45  -2.12  -1.44
N  1.59  -1.15  -1.82
C  2.09  -0.04  -2.19
C  1.19  1.08  -2.53
C  1.71  2.30  -2.90
C  0.84  3.34  -3.22
C  -0.52  3.12  -3.15
C  -0.96  1.86  -2.77
N  -0.14  0.86  -2.46
H  3.33  -6.71  -0.91
H  1.77  -6.15  -1.55
H  2.00  -6.30  0.21
H  3.16  0.08  -2.26
H  2.79  2.44  -2.95
H  1.23  4.31  -3.52
H  -1.23  3.89  -3.40
H  -2.03  1.65  -2.73
C  -2.55  3.39  1.55
N  -1.66  2.23  1.85
C  -0.29  2.43  1.29
C  -2.28  0.91  1.41
C  -1.43  -0.25  1.83
C  -1.28  -0.43  3.21
C  -0.44  -1.41  3.71
C  0.23  -2.24  2.83
C  0.03  -2.08  1.46
C  -0.80  -1.10  0.91
H  -2.13  4.29  1.99
H  -3.54  3.20  1.96
H  -2.61  3.50  0.47
H  -1.56  2.16  2.86
H  -0.35  2.37  0.20
H  0.37  1.64  1.66
H  0.08  3.40  1.60
H  -2.40  0.98  0.34
H  -3.27  0.89  1.88
H  -1.84  0.20  3.91
H  -0.33  -1.54  4.78
H  0.90  -3.01  3.20
H  0.55  -2.79  0.82

Mulliken analysis output, partial charges in e: atom 1 (Sm): 1.486, atom 2 (C): -0.849, atom 3 (S): 0.049, atom 4 (C): 0.473, atom 5 (S): -0.412, atom 6 (N): -1.079, atom 7 (N): 0.439, atom 8 (C): -0.610, atom 9 (C): 0.980, atom 10 (C): -0.726, atom 11 (C): -0.313, atom 12 (C): -0.711, atom 13 (C): -0.306, atom 14 (N): -0.246, atom 15 (H): 0.365, atom 16 (H): 0.329, atom 17 (H): 0.289, atom 18 (H): 0.426, atom 19 (H): 0.444, atom 20 (H): 0.479, atom 21 (H): 0.460, atom 22 (H): 0.474, atom 23 (C): -0.837, atom 24 (N): -0.034, atom 25 (C): -0.821, atom 26 (C): -1.032, atom 27 (C): 1.200, atom 28 (C): -0.548, atom 29 (C): -0.729, atom 30 (C): -1.011, atom 31 (C): -0.136, atom 32 (C): -0.061, atom 33 (H): 0.376, atom 34 (H): 0.357, atom 35 (H): 0.359, atom 36 (H): 0.428, atom 37 (H): 0.294, atom 38 (H): 0.342, atom 39 (H): 0.409, atom 40 (H): 0.332, atom 41 (H): 0.418, atom 42 (H): 0.375, atom 43 (H): 0.430, atom 44 (H): 0.415, atom 45 (H): 0.034

Entry from the Open Molecules 2025 dataset: a single C17H21N5O4S molecule at a distorted geometry (wB97M-V/def2-TZVPD).

The LUMO energy is -0.65 eV. Its HOMO energy is -8.7213 eV. As for the multiplicity: 1. Its SMILES is CCOC(=O)N1CCN(C(=O)CSc2nc(=O)n3cc(C)ccc3n2)CC1. The relative energy (zero: lowest compared OMol25 entry of this formula, charge and spin) comes out at 32.4 kcal per mole.

Positions of all 48 atoms, in Å:
O  -0.25  -0.05  4.33
O  -1.11  -4.46  -3.42
O  -1.01  2.01  -2.00
N  -0.63  0.85  2.32
N  1.08  2.43  1.61
O  -0.25  -3.32  -5.18
S  -1.52  2.74  0.66
C  0.30  0.50  3.31
C  -0.98  -3.41  -4.03
C  -1.66  1.07  -1.51
C  -0.24  1.87  1.61
C  1.99  2.01  2.46
C  3.36  2.37  2.35
C  4.26  1.98  3.38
C  2.33  0.88  4.55
C  3.66  1.24  4.59
N  1.56  1.10  3.41
N  -1.65  -2.32  -3.54
N  -2.19  0.07  -2.32
C  4.29  1.04  5.94
C  -2.40  1.38  -0.19
C  -0.32  -5.14  -6.89
C  0.42  -4.62  -5.71
C  -2.63  -2.36  -2.39
C  -1.20  -1.03  -4.13
C  -2.79  -1.06  -1.70
C  -2.25  0.05  -3.75
H  3.80  2.68  1.42
H  5.32  2.17  3.19
H  1.77  0.44  5.38
H  3.82  1.80  6.53
H  4.19  0.02  6.29
H  5.37  1.31  5.82
H  -2.45  0.50  0.45
H  -3.49  1.61  -0.28
H  -1.26  -5.77  -6.70
H  0.48  -5.79  -7.27
H  -0.69  -4.36  -7.52
H  0.60  -5.46  -4.90
H  1.49  -4.42  -6.09
H  -2.47  -3.12  -1.61
H  -3.53  -2.60  -2.86
H  -1.09  -1.05  -5.20
H  -0.25  -0.71  -3.73
H  -2.44  -1.12  -0.59
H  -3.93  -0.86  -1.65
H  -1.92  0.96  -4.32
H  -3.35  -0.17  -3.97

Mulliken analysis output, partial charges in e: atom 1 (O): -0.645, atom 2 (O): -0.679, atom 3 (O): -0.654, atom 4 (N): -0.368, atom 5 (N): -0.625, atom 6 (O): -0.387, atom 7 (S): -0.181, atom 8 (C): 0.383, atom 9 (C): 0.504, atom 10 (C): 0.596, atom 11 (C): 0.428, atom 12 (C): 0.714, atom 13 (C): -0.593, atom 14 (C): -0.253, atom 15 (C): -0.591, atom 16 (C): 0.638, atom 17 (N): 0.084, atom 18 (N): 0.239, atom 19 (N): 0.295, atom 20 (C): -1.317, atom 21 (C): -0.832, atom 22 (C): -1.016, atom 23 (C): -0.214, atom 24 (C): -0.706, atom 25 (C): -0.580, atom 26 (C): -0.500, atom 27 (C): -0.819, atom 28 (H): 0.395, atom 29 (H): 0.347, atom 30 (H): 0.427, atom 31 (H): 0.323, atom 32 (H): 0.362, atom 33 (H): 0.341, atom 34 (H): 0.380, atom 35 (H): 0.465, atom 36 (H): 0.246, atom 37 (H): 0.358, atom 38 (H): 0.300, atom 39 (H): 0.273, atom 40 (H): 0.313, atom 41 (H): 0.285, atom 42 (H): 0.404, atom 43 (H): 0.424, atom 44 (H): 0.305, atom 45 (H): 0.373, atom 46 (H): 0.114, atom 47 (H): 0.381, atom 48 (H): 0.264

Entry from the Open Molecules 2025 dataset: a single C17H21N5O5S molecule at a distorted geometry (wB97M-V/def2-TZVPD).

The LUMO energy is 0.49 eV. Its HOMO energy is -8.3335 eV. As for the multiplicity: 1. Its SMILES is CC(=O)Nc1ccc(NC(=O)Cn2cnc(S(=O)(=O)N3CCOCC3)c2)cc1. The relative energy (zero: lowest compared OMol25 entry of this formula, charge and spin) comes out at 31.4 kcal per mole.

Positions of all 49 atoms, in Å:
C  6.80  2.19  0.21
C  5.37  1.80  0.51
O  4.58  2.55  1.04
N  5.08  0.53  0.11
C  3.88  -0.18  0.21
C  2.74  0.34  0.82
C  1.59  -0.41  0.88
C  1.55  -1.69  0.35
C  2.68  -2.23  -0.25
C  3.84  -1.47  -0.32
H  4.72  -1.89  -0.78
H  2.66  -3.22  -0.67
N  0.33  -2.39  0.44
C  -0.01  -3.58  -0.10
O  0.72  -4.33  -0.71
C  -1.50  -3.94  0.13
N  -2.35  -2.79  0.05
C  -2.82  -2.20  -1.07
N  -3.39  -1.05  -0.82
C  -3.28  -0.87  0.52
C  -2.64  -1.94  1.08
H  -2.42  -2.15  2.11
S  -3.80  0.59  1.41
O  -2.95  0.60  2.57
O  -5.22  0.58  1.58
N  -3.38  1.89  0.48
C  -4.27  2.24  -0.62
H  -5.17  1.63  -0.52
C  -3.58  2.00  -1.96
H  -4.22  2.31  -2.78
O  -2.38  2.75  -2.09
C  -1.75  3.07  -0.86
H  -2.13  4.02  -0.47
C  -1.97  1.98  0.19
H  -1.58  1.03  -0.20
H  -1.45  2.22  1.12
H  -0.69  3.17  -1.08
H  -3.36  0.93  -2.06
H  -4.54  3.30  -0.52
H  -2.73  -2.63  -2.05
H  -1.59  -4.41  1.12
H  -1.78  -4.68  -0.63
H  -0.38  -1.88  0.94
H  0.71  0.01  1.36
H  2.77  1.34  1.23
H  5.83  0.01  -0.33
H  6.99  2.14  -0.86
H  6.97  3.20  0.55
H  7.49  1.52  0.72

Mulliken analysis output, partial charges in e: atom 1 (C): -1.314, atom 2 (C): 0.797, atom 3 (O): -0.612, atom 4 (N): -0.172, atom 5 (C): 0.822, atom 6 (C): -0.655, atom 7 (C): -0.732, atom 8 (C): 0.482, atom 9 (C): -0.544, atom 10 (C): -0.825, atom 11 (H): 0.289, atom 12 (H): 0.531, atom 13 (N): 0.057, atom 14 (C): 0.806, atom 15 (O): -0.650, atom 16 (C): -0.846, atom 17 (N): 0.107, atom 18 (C): -0.349, atom 19 (N): -0.400, atom 20 (C): -0.247, atom 21 (C): -0.157, atom 22 (H): 0.554, atom 23 (S): 1.285, atom 24 (O): -0.711, atom 25 (O): -0.695, atom 26 (N): 0.015, atom 27 (C): -0.749, atom 28 (H): 0.408, atom 29 (C): -0.202, atom 30 (H): 0.398, atom 31 (O): -0.411, atom 32 (C): -0.738, atom 33 (H): 0.287, atom 34 (C): -0.427, atom 35 (H): 0.289, atom 36 (H): 0.367, atom 37 (H): 0.403, atom 38 (H): 0.166, atom 39 (H): 0.311, atom 40 (H): 0.460, atom 41 (H): 0.280, atom 42 (H): 0.361, atom 43 (H): -0.136, atom 44 (H): 0.356, atom 45 (H): 0.547, atom 46 (H): 0.185, atom 47 (H): 0.329, atom 48 (H): 0.356, atom 49 (H): 0.328